# C55H40BN17O3SSr

A molecular structure, C55H40BN17O3SSr (wB97M-V/def2-TZVPD, the Open Molecules 2025 dataset).

XYZ file:
```
118
Properties=species:S:1:pos:R:3:forces:R:3
H 3.102 -3.029 -5.061 -0.123 -0.014 -0.065
C -2.793 6.214 -0.204 -0.054 0.066 0.039
C 4.288 3.907 2.484 -0.189 -0.053 -0.212
C 1.519 -2.273 2.975 -0.093 -0.183 -0.055
C 1.556 -4.366 1.770 0.159 -0.157 -0.176
N 1.383 -0.824 -3.973 0.053 -0.622 -0.315
H 1.080 -6.082 2.956 -0.016 -0.057 -0.020
N -0.857 0.769 2.051 0.811 0.039 -0.654
C -0.966 3.093 -1.386 0.511 0.110 -0.140
N -3.295 0.188 -0.727 0.339 0.532 -1.231
C 5.854 1.659 1.764 -0.153 -0.007 -0.140
H 7.153 2.306 3.335 0.070 -0.012 0.068
C -1.346 -3.070 0.998 0.137 -0.421 -0.105
H -3.274 -0.005 4.026 -0.133 -0.108 0.054
H -1.632 1.940 5.005 -0.027 0.051 0.187
C 5.479 3.619 3.136 0.077 0.038 0.087
H -5.190 0.172 1.853 -0.105 -0.045 0.254
O 3.631 -2.098 0.323 0.039 -0.178 0.023
H 1.724 -4.902 0.846 -0.031 -0.088 0.052
C -4.900 -3.527 2.860 0.063 0.073 -0.076
C 0.548 2.512 3.148 -0.030 0.050 -0.298
H 1.023 -2.340 5.056 -0.015 0.076 0.053
H -5.429 1.624 -2.858 -0.008 0.001 -0.052
C -1.487 4.312 -0.763 0.150 0.675 0.628
H -1.425 -3.396 2.018 -0.086 -0.075 0.197
H 3.689 4.764 2.747 -0.095 0.097 0.083
B -2.648 -0.935 1.461 0.112 0.161 -0.433
C 5.750 -2.007 -2.381 -0.062 0.151 0.075
C -4.398 1.378 -2.603 0.157 0.015 0.069
C -0.904 -3.732 -0.122 -0.192 -0.018 0.144
C -1.383 1.299 -4.535 0.240 -0.593 -0.596
H -4.018 0.645 -3.311 0.003 -0.054 -0.104
H 6.970 -3.517 -3.290 0.010 -0.007 0.021
C -0.605 1.585 3.067 -0.477 -0.143 0.343
C 1.809 -0.803 2.776 -0.208 -0.189 2.306
N -1.507 -1.663 -0.678 0.505 0.293 -1.349
H 0.306 3.481 2.713 0.007 0.097 0.084
H -6.265 1.465 -0.303 -0.258 0.090 0.051
O 1.839 -0.032 3.721 0.037 -0.260 -0.340
N -3.129 -2.329 3.516 0.507 -0.172 0.703
H -0.536 -4.738 -0.187 0.021 -0.187 0.021
C -0.699 -2.981 -2.597 0.159 0.156 0.172
C -0.481 4.747 0.120 -0.835 0.118 -0.335
N 0.227 2.770 -0.834 0.135 0.048 0.119
C -0.984 1.579 -3.152 0.309 -0.147 0.056
H 5.825 4.262 3.932 -0.015 0.058 0.068
C 3.913 -0.276 -1.683 -0.070 0.010 -0.693
N 2.060 -0.499 1.501 0.814 -0.239 -1.002
N 1.724 3.870 0.682 0.195 0.226 0.390
C -2.324 1.841 -5.394 0.135 0.036 0.294
H 5.320 -4.138 -4.986 -0.019 -0.045 -0.005
H 0.133 6.241 1.532 0.110 0.031 0.056
H 6.430 0.789 1.490 0.089 -0.074 -0.029
C -0.641 -0.273 -6.234 0.039 -0.003 0.203
C -3.819 -4.006 5.179 0.124 0.147 -0.027
S 2.251 -1.809 0.613 1.796 -2.943 2.057
H 0.378 -2.893 -2.728 0.065 -0.052 -0.165
N -1.497 2.588 -2.477 -0.412 0.194 0.072
C -0.635 5.912 0.848 0.232 -0.157 -0.078
H -3.425 4.687 -1.593 -0.108 -0.023 -0.098
H 6.474 -1.722 -1.634 0.079 0.021 0.087
C -0.539 0.258 -4.961 -0.670 0.438 -0.118
C 1.007 -4.290 4.121 -0.032 0.084 0.137
C 4.680 1.955 1.104 -0.053 0.581 0.527
C -2.434 1.296 -6.665 -0.022 0.024 -0.079
H -0.001 -1.083 -6.546 0.117 -0.062 -0.041
C 6.240 2.508 2.794 0.090 -0.028 -0.031
H 0.748 -4.824 5.026 -0.068 0.023 0.038
N -1.716 -1.826 0.630 0.400 -0.295 0.403
N 4.528 0.331 -0.690 0.423 0.121 0.451
C 2.424 -0.859 -3.177 0.200 0.266 -0.246
H -3.901 -3.300 6.005 -0.035 -0.029 0.104
C 6.014 -3.010 -3.307 0.109 0.045 0.042
O 1.408 -1.788 -0.556 0.084 -2.135 -0.539
N -3.575 -0.145 0.528 -0.677 -0.060 0.199
H -4.594 -4.763 5.276 0.000 -0.051 0.079
H 1.396 2.094 2.617 0.134 0.017 0.079
C 0.589 3.745 0.025 -0.232 -0.243 -0.532
H -1.184 -2.204 -3.183 -0.050 -0.025 -0.153
H -5.695 -4.248 2.859 -0.136 -0.075 -0.065
H -1.008 -3.967 -2.946 -0.056 0.044 -0.044
N 2.805 1.938 -0.225 -0.019 0.266 -0.159
C -4.570 -2.620 1.879 -0.057 -0.036 -0.034
H -3.775 2.268 -2.683 -0.114 0.058 -0.176
C -1.575 1.420 4.069 -0.033 0.040 -0.164
H -2.948 2.661 -5.078 -0.122 0.075 0.061
C -2.654 5.037 -0.925 0.222 -0.287 -0.107
C 1.200 -5.008 2.948 0.085 -0.052 -0.228
H -3.177 1.685 -7.349 -0.005 0.023 -0.025
C 1.693 -2.998 1.815 0.112 0.725 0.253
C -3.954 -3.300 3.874 -0.043 0.109 -0.329
C -1.034 -2.797 -1.161 -0.348 -0.266 0.554
C -4.786 0.333 0.875 -0.299 0.152 -0.038
C -4.330 0.853 -1.213 -0.288 -0.116 0.667
C 3.889 3.056 1.471 0.721 -0.423 0.162
H 0.828 2.646 4.191 0.091 0.008 0.008
C 3.974 1.306 -0.002 0.381 0.444 -0.174
H -1.933 7.575 1.204 -0.027 0.023 0.059
C 3.832 -2.750 -4.317 -0.149 0.144 0.005
C -1.609 0.255 -7.078 -0.016 -0.010 -0.048
C 4.526 -1.372 -2.445 -0.225 -0.493 -0.584
N 0.005 0.744 -2.772 0.183 -0.041 -0.138
H -2.841 -4.482 5.248 0.026 -0.095 0.068
C -1.798 6.648 0.665 -0.064 0.030 0.020
C 2.703 2.985 0.613 0.098 0.050 -0.412
C 1.163 -2.911 4.151 0.036 0.023 -0.072
C 0.352 -0.015 -3.830 -0.167 0.501 -0.007
Sr 0.954 0.340 -0.430 -3.919 3.892 -0.724
C 3.565 -1.754 -3.397 0.708 -0.075 0.284
C -2.410 0.447 3.586 0.112 0.150 0.023
H -1.723 -0.144 -8.075 -0.014 -0.050 -0.077
N -1.947 0.057 2.382 -0.255 -0.135 0.795
C 5.075 -3.367 -4.267 0.001 -0.089 -0.015
C -5.315 0.977 -0.219 -0.030 0.022 0.150
H -3.693 6.801 -0.319 -0.058 0.048 0.012
H -5.016 -2.440 0.921 -0.054 0.067 -0.227
N -3.507 -1.905 2.304 -0.606 0.033 0.046
N 2.694 -0.010 -2.169 0.138 0.308 0.041
```
Positions in Å, forces in eV/Å.

Values from the calculation:
Multiplicity   2
Gap between HOMO and LUMO (alpha / beta)   5.21 / 5.41 eV
Charge   -1
HOMO energy (alpha / beta)   -4.463 / -5.624 eV
E_LUMO (alpha / beta)   0.8 / -0.2 eV

=====

# C55H40CuGeI2N6O11S

A molecular structure, C55H40CuGeI2N6O11S (wB97M-V/def2-TZVPD, the Open Molecules 2025 dataset).

XYZ file:
```
117
Properties=species:S:1:pos:R:3:forces:R:3
N -3.740 -4.758 5.077 0.030 -0.142 0.013
C 0.607 -3.008 -0.587 -0.375 -0.017 0.112
C -2.852 3.112 1.602 -0.012 -0.019 -0.009
O -2.889 -5.036 5.913 -0.156 0.100 -0.259
H -1.790 -1.280 -6.080 -0.082 0.008 0.048
C -5.347 -0.631 -4.724 0.025 -0.059 -0.040
H 1.190 -3.545 -4.376 -0.039 -0.062 0.046
H 3.240 -2.295 0.575 0.020 0.051 0.032
C -2.000 1.200 2.774 -0.016 0.042 -0.057
Ge -1.586 1.267 -0.204 -0.080 0.726 -0.087
C 5.005 -5.196 -1.056 -0.056 -0.001 -0.010
I 5.271 1.721 5.539 -0.069 -0.007 -0.094
H -3.659 -0.865 -7.660 -0.024 0.001 0.060
C -3.936 -2.713 1.982 -0.092 -0.008 0.011
H -1.759 -3.269 -1.723 0.148 -0.005 0.151
S -1.628 -1.462 -3.274 0.135 -0.094 0.136
H -5.333 -3.778 3.167 -0.107 -0.030 0.006
H -3.008 3.675 0.687 0.002 -0.042 0.100
H -6.339 -0.440 -4.333 0.033 0.013 -0.030
C 0.781 -4.620 -2.562 0.106 0.106 -0.007
C -3.348 -3.940 3.943 -0.055 -0.123 0.244
C -0.525 -6.465 -4.216 -0.011 0.058 0.012
C -5.733 2.045 -2.369 -0.005 0.019 0.096
C 0.082 -5.345 -4.764 0.058 0.069 0.071
H -2.734 -3.543 -3.193 0.010 0.039 0.081
C 4.487 -1.557 2.194 0.036 -0.043 -0.034
C -1.206 3.883 -1.347 0.154 -0.013 0.011
C 0.865 5.072 -1.660 -0.035 0.021 -0.033
H 5.683 -6.343 0.631 -0.058 0.047 -0.026
C -4.538 2.198 -3.067 0.020 0.074 0.095
C -2.021 -3.577 3.779 0.172 -0.070 0.200
H -2.290 3.892 -1.358 0.065 0.057 0.055
C 1.558 -3.655 -1.649 -0.033 0.037 -0.091
C -3.336 1.850 -2.467 -0.124 0.035 0.036
H -3.558 3.321 4.913 0.009 0.015 0.010
H -0.976 -7.518 -2.399 -0.024 0.040 -0.002
C -3.306 1.396 -1.146 0.040 -0.312 -0.136
O -2.272 -1.423 0.859 0.032 -0.049 0.290
C -2.177 1.892 1.579 0.097 -0.328 0.242
C 0.731 -4.426 -3.940 -0.020 0.001 0.049
O 1.938 -0.178 -1.962 -0.083 -0.430 0.050
C 2.569 -5.038 0.264 0.025 0.074 0.052
C -5.718 1.546 -1.070 0.001 0.002 -0.098
C 3.941 -4.515 -1.631 0.036 0.016 -0.001
I 0.501 4.185 2.919 0.073 -0.126 0.022
H 2.794 -2.423 -2.954 0.111 0.113 0.020
C 0.883 2.721 -1.127 -0.145 0.062 -0.087
C 0.146 -5.737 -2.017 -0.005 0.007 0.028
C 3.633 -5.725 0.838 -0.020 0.034 -0.091
H 2.925 3.461 4.663 -0.002 -0.010 -0.011
C 3.772 1.599 4.072 0.165 0.027 0.085
H -4.549 2.584 -4.082 0.019 -0.061 0.050
C 1.812 2.567 3.059 -0.226 0.000 -0.176
O -4.902 -5.139 5.146 0.238 0.172 -0.075
C -0.510 2.708 -1.043 0.164 -0.051 0.092
H -6.646 1.403 -0.528 0.072 0.030 -0.031
H 0.139 -5.873 -0.942 0.053 -0.020 -0.096
N 0.674 -1.662 -0.684 0.401 -0.456 -0.855
H 0.060 -5.181 -5.836 -0.004 -0.002 0.075
C 2.858 2.612 3.997 -0.072 -0.096 -0.154
H 5.952 -5.252 -1.578 -0.026 -0.006 -0.005
C 3.393 -1.508 1.308 -0.070 0.065 -0.038
H -6.674 2.323 -2.834 0.087 -0.073 0.037
H -1.020 -7.186 -4.856 0.014 0.040 0.030
Cu 0.456 -0.217 0.476 -0.129 0.408 0.200
H -4.497 0.904 0.573 0.000 -0.043 -0.067
C -5.121 -0.641 -6.098 0.017 0.045 0.042
H -1.271 -3.943 4.462 0.026 0.012 0.079
C 2.717 -4.413 -0.973 -0.189 -0.033 -0.010
C 2.645 0.468 2.242 0.090 -0.204 -0.022
N -5.011 -2.379 1.044 -0.179 0.162 -0.003
H -1.080 5.964 -1.864 0.006 -0.013 0.021
O -6.162 -2.315 1.469 0.446 -0.056 0.027
C -0.522 5.060 -1.647 0.020 -0.115 0.027
C -4.505 1.242 -0.457 -0.075 -0.054 -0.039
H -3.310 -2.428 -1.891 0.001 -0.068 0.056
C -0.500 -6.650 -2.839 0.068 0.050 0.017
O 0.578 -3.125 3.170 0.022 -0.294 0.036
H 4.077 -4.061 -2.607 0.001 -0.023 0.066
H 2.647 3.886 -1.470 -0.031 -0.010 -0.001
H -4.487 -0.830 -2.767 0.047 -0.009 -0.115
H -3.830 4.596 2.804 -0.019 -0.053 -0.008
N -0.253 -2.323 2.808 -0.027 0.045 -0.010
N 2.012 -2.457 -2.329 -0.442 -0.135 0.224
H -2.405 1.943 -3.016 -0.071 0.009 -0.002
C -3.171 2.923 3.983 0.009 0.030 -0.139
H -1.443 0.272 2.773 -0.182 0.124 0.029
O -4.726 -2.202 -0.125 0.033 -0.028 0.091
C 1.564 3.893 -1.428 -0.072 -0.032 -0.012
C 1.621 1.484 2.204 -0.105 0.069 -0.151
H 5.479 -0.571 3.796 -0.024 0.008 0.021
O 0.604 1.396 1.381 0.544 0.251 0.597
H 1.437 1.805 -0.974 0.029 0.047 0.036
C -1.657 -2.729 2.773 -0.008 0.137 -0.085
C -2.585 -2.202 1.769 0.223 0.357 -0.397
H -5.942 -0.457 -6.784 0.056 -0.030 0.066
C -2.795 -1.101 -5.709 0.009 0.026 -0.004
H 3.503 -6.193 1.806 -0.002 0.016 -0.012
C 1.575 -1.309 -1.690 0.123 -0.157 -0.147
C -4.300 -3.496 3.045 -0.209 -0.055 -0.130
C 3.713 0.506 3.173 -0.180 -0.009 -0.139
C -3.844 -0.868 -6.592 0.003 -0.026 0.012
C -2.504 1.705 3.967 -0.008 0.034 -0.056
N 2.520 -0.537 1.328 -0.180 0.346 0.304
O 0.033 -1.156 2.557 -0.328 -0.267 0.016
C 4.853 -5.807 0.182 0.011 0.002 0.023
H 1.628 -4.956 0.796 0.056 -0.013 -0.042
C -3.332 3.633 2.799 0.023 -0.060 0.065
C -4.304 -0.858 -3.838 -0.133 0.004 0.024
O -1.422 -0.347 -2.298 -0.106 -0.185 -0.288
H 5.189 -2.380 2.131 -0.070 0.057 0.017
O -0.090 -3.668 0.173 0.255 0.230 -0.171
H -2.366 1.148 4.887 0.011 0.015 -0.024
C 4.641 -0.559 3.112 0.036 -0.040 -0.006
C -3.033 -1.104 -4.341 0.074 0.099 -0.045
C -2.448 -2.818 -2.426 0.056 0.082 -0.067
H 1.399 5.997 -1.859 -0.045 -0.102 -0.019
```
Positions in Å, forces in eV/Å.

Values from the calculation:
Multiplicity   1
Gap between HOMO and LUMO (alpha / beta)   6.58 / 6.59 eV
Charge   -1
HOMO energy (alpha / beta)   -5.471 / -5.470 eV
E_LUMO (alpha / beta)   1.1 / 1.1 eV
Energy above the lowest of the compared OMol25 structures with the same formula, charge and spin   48.25 kJ/mol